# 1
# C39H32ClF3O24S

A structure of composition C39H32ClF3O24S (wB97M-V/def2-TZVPD, OMol25).

```
100
C39H32ClF3O24S wB97M-V/def2-TZVPD
O -3.137 -1.879 -1.006
C -2.019 -1.490 -1.236
Cl -1.599 0.156 -0.715
C -1.058 -2.400 -1.991
C 0.470 -2.300 -1.709
C 1.137 -1.442 -2.832
C 1.475 -0.004 -2.450
C 1.983 0.784 -3.670
C 0.951 0.895 -4.817
C -0.466 1.205 -4.382
F -1.133 1.736 -5.443
F -1.187 0.138 -4.007
F -0.508 2.158 -3.445
O 2.586 -0.052 -1.513
S 1.934 -0.430 -0.091
O 1.250 0.689 0.484
O 3.051 -0.787 0.734
C 0.884 -1.896 -0.263
H -1.394 -3.415 -1.767
H -1.282 -2.258 -3.050
H 0.858 -3.308 -1.859
H 0.577 -1.504 -3.762
H 2.093 -1.933 -3.052
H 0.646 0.579 -2.042
H 2.879 0.293 -4.057
H 2.253 1.791 -3.355
H 0.989 0.014 -5.459
H 1.254 1.741 -5.437
H 0.061 -1.752 0.437
H 1.501 -2.691 0.154
C -6.683 1.249 -5.210
C -6.316 2.245 -6.025
C -5.131 3.116 -5.723
O -4.839 3.992 -6.515
C -4.392 2.869 -4.494
C -4.761 1.875 -3.676
C -5.930 0.987 -3.991
O -6.204 0.089 -3.218
O -4.117 1.613 -2.543
O -6.973 2.526 -7.149
H -7.533 0.614 -5.418
H -3.551 3.513 -4.279
H -4.579 0.851 -2.143
H -6.503 3.283 -7.548
C 2.011 -2.601 4.903
C 2.380 -1.563 4.135
C 3.556 -0.695 4.496
O 3.856 0.220 3.758
C 4.277 -0.997 5.727
C 3.902 -2.032 6.491
C 2.746 -2.912 6.116
O 2.469 -3.847 6.847
O 4.524 -2.345 7.622
O 1.736 -1.247 3.021
H 1.170 -3.232 4.655
H 5.109 -0.357 5.985
H 4.056 -3.127 7.972
H 2.199 -0.468 2.646
C 2.028 5.246 -6.559
C 2.422 6.308 -7.274
C 3.585 7.158 -6.850
O 3.904 8.098 -7.553
C 4.271 6.815 -5.612
C 3.875 5.756 -4.896
C 2.729 4.892 -5.336
O 2.428 3.930 -4.650
O 4.469 5.405 -3.758
O 1.813 6.674 -8.397
H 1.193 4.626 -6.856
H 5.095 7.444 -5.307
H 3.998 4.612 -3.441
H 2.291 7.465 -8.715
C -5.255 -4.411 -0.535
C -6.511 -4.729 -0.193
C -7.039 -6.126 -0.340
O -8.182 -6.357 0.006
C -6.154 -7.141 -0.896
C -4.901 -6.822 -1.241
C -4.365 -5.430 -1.069
O -3.207 -5.214 -1.386
O -4.055 -7.713 -1.755
O -7.362 -3.834 0.297
H -4.863 -3.410 -0.432
H -6.550 -8.140 -1.014
H -3.223 -7.228 -1.912
H -8.194 -4.318 0.462
C 3.144 -0.514 11.314
C 4.033 -0.177 10.371
C 4.834 1.089 10.460
O 5.640 1.330 9.581
C 4.603 1.971 11.596
C 3.711 1.635 12.536
C 2.929 0.355 12.460
O 2.147 0.100 13.357
O 3.462 2.407 13.591
O 4.263 -0.941 9.300
H 2.562 -1.424 11.262
H 5.173 2.888 11.641
H 2.784 1.935 14.112
H 4.946 -0.465 8.792
```

Total energy ... -121609.250 eV
HOMO level ... -0.3430 Ha
E_LUMO ... -0.06573 Eh
Kohn-Sham gap ... 7.5 eV


# 2
# C39H33BrDyN4O5

A structure of composition C39H33BrDyN4O5 (wB97M-V/def2-TZVPD, OMol25).

```
83
C39H33BrDyN4O5 wB97M-V/def2-TZVPD
Dy 0.685 0.168 0.196
C 3.915 1.405 0.225
N 2.729 1.404 -0.696
C 3.102 0.684 -1.946
C 1.918 0.483 -2.826
C 2.005 0.693 -4.185
C 0.881 0.602 -5.010
C -0.272 0.134 -4.447
C -0.281 -0.132 -3.107
N 0.742 0.071 -2.281
C 2.414 2.842 -0.881
C 0.982 3.172 -1.306
C 0.681 4.238 -2.215
C -0.647 4.627 -2.388
C -1.636 3.954 -1.757
C -1.298 2.897 -0.927
N -0.055 2.526 -0.718
C 3.433 1.511 1.659
C 4.356 1.803 2.684
C 3.901 1.818 3.977
C 2.546 1.481 4.203
C 1.728 1.197 3.176
N 2.136 1.219 1.911
H 4.558 2.304 0.046
H 4.435 0.492 0.029
H 3.518 -0.363 -1.748
H 3.873 1.284 -2.511
H 2.900 1.035 -4.699
H 1.010 0.843 -6.090
H -1.128 -0.012 -5.124
H -1.135 -0.614 -2.660
H 3.089 3.413 -1.551
H 2.647 3.279 0.122
H 1.548 4.680 -2.660
H -0.833 5.473 -3.015
H -2.652 4.309 -1.872
H -2.059 2.509 -0.250
H 5.364 2.092 2.454
H 4.621 1.827 4.797
H 2.168 1.481 5.224
H 0.672 0.980 3.346
O -1.540 -1.002 -0.223
C -2.598 -0.556 0.647
C -2.020 0.143 1.872
O -2.658 0.293 2.876
O -0.817 0.607 1.606
C -3.552 -1.700 0.986
C -4.493 -1.586 2.013
C -5.418 -2.625 2.172
C -5.425 -3.693 1.282
C -4.569 -3.793 0.177
C -3.617 -2.776 0.047
C -3.425 0.441 -0.170
C -3.491 0.416 -1.589
C -4.210 1.308 -2.305
C -4.819 2.350 -1.634
C -4.804 2.488 -0.233
C -4.162 1.453 0.486
H -1.019 -1.638 0.263
H -4.531 -0.817 2.726
H -6.119 -2.635 2.958
H -6.206 -4.428 1.425
H -4.598 -4.614 -0.495
H -3.026 -2.740 -0.838
H -2.902 -0.285 -2.130
H -4.362 1.216 -3.393
H -5.461 2.971 -2.231
H -5.276 3.269 0.336
H -4.075 1.592 1.553
Br 4.800 -7.028 3.336
C 3.883 -5.597 2.511
C 4.257 -5.165 1.290
C 3.638 -4.041 0.693
C 2.583 -3.426 1.338
C 2.202 -3.811 2.604
C 2.931 -4.869 3.241
C 1.924 -2.236 0.745
O 0.711 -1.992 1.089
O 2.524 -1.447 -0.007
H 5.085 -5.632 0.778
H 4.034 -3.628 -0.220
H 1.328 -3.388 3.022
H 2.729 -5.208 4.216
```

ΔE to the lowest compared entry with this formula, charge and spin ... 1.219 eV
Net charge ... +1
Total energy ... -151301.034 eV
Spin multiplicity ... 6
HOMO level (spin up / spin down) ... -0.3900 / -0.3900 Ha
E_LUMO (spin up / spin down) ... -0.11111 / -0.09965 Eh
Kohn-Sham gap (spin up / spin down) ... 7.6 / 7.9 eV


# 3
# C39H33ClN6O3P2SV

A structure of composition C39H33ClN6O3P2SV (wB97M-V/def2-TZVPD, OMol25).

```
86
C39H33ClN6O3P2SV wB97M-V/def2-TZVPD
V -0.246 -0.228 -0.182
Cl 4.397 3.875 3.452
C 3.477 3.052 2.226
C 4.139 2.450 1.149
C 3.431 1.791 0.173
C 2.029 1.674 0.249
O 1.363 1.016 -0.659
C 1.379 2.313 1.323
C -0.060 2.406 1.355
N -0.890 1.689 0.675
C -2.272 2.038 0.866
C -2.833 2.068 2.110
C -4.196 2.397 2.295
C -4.973 2.705 1.218
C -4.407 2.698 -0.083
C -5.153 3.048 -1.232
C -4.545 3.079 -2.450
C -3.175 2.735 -2.523
N -2.456 2.377 -1.494
C -3.054 2.362 -0.269
C 2.111 3.009 2.299
H 5.218 2.513 1.092
H 3.939 1.325 -0.662
H -0.465 3.202 1.981
H -2.226 1.803 2.968
H -4.609 2.397 3.295
H -6.020 2.955 1.334
H -6.203 3.288 -1.122
H -5.082 3.349 -3.348
H -2.667 2.758 -3.484
H 1.593 3.504 3.111
C 0.692 -3.834 -0.697
P -0.059 -2.345 -1.434
C -1.561 -3.075 -2.169
C 0.992 -1.934 -2.880
C 1.826 -2.861 -3.498
C 2.658 -2.473 -4.537
C 2.655 -1.151 -4.963
C 1.807 -0.227 -4.369
C 0.972 -0.603 -3.323
P -0.316 0.503 -2.579
C -1.675 0.084 -3.741
C 0.228 2.171 -3.060
H 1.759 -3.697 -0.525
H 0.524 -4.701 -1.336
H 0.212 -4.013 0.266
H -1.276 -3.796 -2.937
H -2.215 -2.320 -2.595
H -2.122 -3.585 -1.384
H 1.845 -3.890 -3.157
H 3.312 -3.196 -5.006
H 3.311 -0.839 -5.765
H 1.808 0.795 -4.727
H -1.614 0.716 -4.628
H -2.651 0.211 -3.272
H -1.566 -0.952 -4.058
H -0.104 2.413 -4.070
H 1.312 2.216 -2.997
H -0.194 2.887 -2.357
O 0.663 -1.850 6.797
N 1.691 -1.973 6.104
O 2.773 -2.309 6.600
C 1.636 -1.756 4.720
C 2.833 -1.910 4.008
C 2.883 -1.738 2.630
C 4.061 -1.907 1.848
C 4.002 -1.722 0.496
C 2.798 -1.353 -0.112
N 1.675 -1.189 0.593
C 1.713 -1.378 1.917
C 0.468 -1.225 2.637
N -0.604 -0.922 1.864
C -1.801 -0.847 2.448
C -1.960 -1.002 3.812
C -0.871 -1.260 4.614
C 0.406 -1.415 4.035
H 3.722 -2.179 4.557
H 4.987 -2.179 2.339
H 4.881 -1.844 -0.125
H 2.746 -1.154 -1.174
H -2.645 -0.652 1.807
H -2.950 -0.915 4.239
H -0.976 -1.367 5.679
S -4.836 -0.788 -1.062
C -3.271 -0.701 -0.695
N -2.127 -0.620 -0.442
```

ΔE to the lowest compared entry with this formula, charge and spin ... 0.210 eV
Total energy ... -123686.431 eV
Spin multiplicity ... 4
HOMO level (spin up / spin down) ... -0.1923 / -0.2956 Ha
E_LUMO (spin up / spin down) ... -0.01411 / -0.01836 Eh
Kohn-Sham gap (spin up / spin down) ... 4.8 / 7.5 eV


# 4
# C39H33CuN3OSSb

A structure of composition C39H33CuN3OSSb (wB97M-V/def2-TZVPD, OMol25).

```
79
C39H33CuN3OSSb wB97M-V/def2-TZVPD
Cu 0.973 0.754 0.674
O 2.762 0.899 -0.046
C 3.714 1.734 0.275
C 5.068 1.365 0.132
C 6.108 2.180 0.527
C 5.812 3.487 0.941
C 4.514 3.876 1.126
C 3.465 3.035 0.754
C 2.102 3.446 1.009
N 1.069 2.607 1.236
C -0.004 3.438 1.619
C 0.359 4.734 1.600
N 1.679 4.706 1.234
H 5.174 0.356 -0.323
H 7.115 1.775 0.490
H 6.610 4.127 1.247
H 4.223 4.805 1.587
H -0.996 3.113 1.921
H -0.145 5.641 1.825
H 2.218 5.551 1.065
C -5.694 0.438 1.624
C -5.372 -0.286 0.501
C -4.137 -0.082 -0.126
C -3.187 0.761 0.431
C -3.507 1.428 1.637
C -4.751 1.302 2.178
Sb -1.271 0.926 -0.489
C -1.314 2.821 -1.515
C -0.097 3.422 -1.734
C -0.018 4.540 -2.548
C -1.192 5.006 -3.187
C -2.436 4.408 -2.912
C -2.517 3.318 -2.052
C -1.610 -0.381 -2.102
C -1.255 -1.745 -2.003
C -1.597 -2.586 -3.021
C -2.207 -2.090 -4.219
C -2.506 -0.737 -4.314
C -2.212 0.109 -3.260
H -6.684 0.362 2.027
H -6.152 -0.918 0.059
H -3.891 -0.672 -1.002
H -2.792 2.097 2.108
H -5.042 1.911 3.051
H 0.790 2.979 -1.318
H 0.956 5.007 -2.729
H -1.133 5.903 -3.826
H -3.322 4.769 -3.404
H -3.455 2.808 -1.866
H -0.771 -2.162 -1.120
H -1.398 -3.654 -2.937
H -2.506 -2.771 -4.994
H -3.028 -0.316 -5.172
H -2.473 1.156 -3.256
N 0.882 -1.181 0.584
S 0.942 -2.170 1.823
C 2.417 -3.158 1.578
C 2.550 -3.758 0.319
C 3.659 -4.550 0.037
C 4.654 -4.716 1.018
C 4.485 -4.059 2.213
C 3.380 -3.253 2.541
C -0.387 -3.411 1.659
C -0.144 -4.762 1.691
C -1.184 -5.661 1.603
C -2.473 -5.229 1.431
C -2.709 -3.863 1.337
C -1.679 -2.949 1.430
H 0.922 -1.748 -0.274
H 1.774 -3.728 -0.420
H 3.806 -4.966 -0.920
H 5.483 -5.384 0.876
H 5.245 -4.290 2.994
H 3.341 -2.710 3.474
H 0.868 -5.184 1.834
H -0.921 -6.695 1.713
H -3.337 -5.898 1.419
H -3.719 -3.482 1.256
H -1.895 -1.893 1.379
```

ΔE to the lowest compared entry with this formula, charge and spin ... 0.000 eV
Net charge ... +1
Total energy ... -109501.662 eV
Spin multiplicity ... 2
HOMO level (spin up / spin down) ... -0.3615 / -0.3621 Ha
E_LUMO (spin up / spin down) ... -0.07276 / -0.12768 Eh
Kohn-Sham gap (spin up / spin down) ... 7.9 / 6.4 eV


# 5
# C39H33EuF3N8O4S3

A structure of composition C39H33EuF3N8O4S3 (wB97M-V/def2-TZVPD, OMol25).

```
91
C39H33EuF3N8O4S3 wB97M-V/def2-TZVPD
Eu -1.370 -0.390 -0.537
C -4.083 -1.852 3.243
C -3.703 -1.692 1.891
N -2.483 -1.930 1.482
C -1.531 -2.395 2.376
C -1.840 -2.612 3.753
C -3.157 -2.306 4.145
C -0.838 -3.089 4.620
C 0.398 -3.416 4.071
C 0.695 -3.258 2.734
C -0.268 -2.803 1.798
N -0.144 -2.639 0.477
C 0.805 -3.310 -0.215
C 1.394 -4.541 0.120
C 2.340 -5.131 -0.701
C 2.735 -4.577 -1.902
C 2.075 -3.423 -2.365
C 2.266 -2.910 -3.689
C 1.559 -1.814 -4.119
C 0.648 -1.246 -3.210
N 0.469 -1.677 -1.988
C 1.120 -2.783 -1.547
H -5.117 -1.665 3.503
H -4.410 -1.343 1.151
H -3.433 -2.554 5.186
H -1.066 -3.249 5.659
H 1.161 -3.850 4.690
H 1.712 -3.469 2.378
H 1.141 -4.997 1.046
H 2.828 -6.050 -0.366
H 3.463 -5.066 -2.535
H 2.947 -3.421 -4.364
H 1.597 -1.434 -5.128
H 0.058 -0.417 -3.530
C 4.079 3.958 0.673
C 4.662 2.526 0.615
N 3.755 1.524 1.162
C 3.916 1.075 2.528
C 3.239 1.959 3.570
C 2.632 1.176 0.459
S 1.535 0.031 1.076
N 2.559 1.755 -0.759
C 1.394 1.690 -1.427
O 0.214 1.486 -1.026
C 1.515 1.982 -2.890
C 2.702 1.670 -3.544
C 2.767 1.805 -4.923
C 1.655 2.249 -5.651
C 0.482 2.604 -4.975
C 0.387 2.448 -3.606
H 4.795 4.652 0.205
H 3.930 4.245 1.726
H 3.135 4.031 0.123
H 5.608 2.468 1.160
H 4.859 2.245 -0.414
H 4.969 1.023 2.740
H 3.521 0.081 2.582
H 3.688 2.958 3.568
H 3.375 1.510 4.535
H 2.169 2.020 3.344
H 3.493 1.280 -2.945
H 3.670 1.576 -5.464
H 1.679 2.331 -6.732
H -0.395 2.928 -5.519
H -0.520 2.660 -3.064
N -1.874 2.472 3.460
C -1.765 1.291 2.774
N -2.146 1.365 1.535
C -2.562 2.676 1.369
C -3.062 3.348 0.239
C -3.335 4.719 0.345
C -3.076 5.413 1.547
C -2.615 4.762 2.654
C -2.377 3.373 2.545
H -1.577 2.611 4.400
H -1.340 0.423 3.253
H -3.165 2.874 -0.724
H -3.684 5.299 -0.509
H -3.256 6.503 1.586
H -2.402 5.273 3.571
S -4.099 3.025 -4.081
C -3.120 1.915 -3.333
N -2.416 1.144 -2.757
F -4.913 -5.125 -2.006
C -4.613 -4.099 -1.206
F -5.642 -3.956 -0.377
F -3.524 -4.424 -0.485
S -4.260 -2.567 -2.163
O -5.307 -2.654 -3.162
O -2.890 -2.763 -2.577
O -4.416 -1.535 -1.152
```

ΔE to the lowest compared entry with this formula, charge and spin ... 0.000 eV
Net charge ... -2
Total energy ... -121084.696 eV
Spin multiplicity ... 8
HOMO level (spin up / spin down) ... -0.0649 / -0.0677 Ha
E_LUMO (spin up / spin down) ... 0.14293 / 0.14293 Eh
Kohn-Sham gap (spin up / spin down) ... 5.7 / 5.7 eV